Record 1
The following is a DFT calculation (ωB97M-V with the def2-TZVPD basis set) of a cluster of 2 separate species, C2H6N2OS in total at a distorted geometry.

Structure (XYZ):
```
12
C2H6N2OS | the OMol25 dataset | ωB97M-V with the def2-TZVPD basis set
C -0.023 1.032 1.205
C -1.249 0.361 -2.796
N 0.248 -0.088 0.673
N 1.408 -0.599 0.358
O -0.677 1.299 -2.315
S -1.396 -1.230 -2.166
H -1.077 1.115 1.487
H 0.593 1.770 1.660
H -1.852 0.495 -3.758
H -0.458 -1.339 -1.081
H 1.393 -1.582 -0.077
H 2.208 -0.428 1.007
```

Calculated values
Kohn-Sham gap = 9.5 eV
HOMO energy = -8.9 eV
LUMO energy = 0.66 eV
Maximum force = 0.066 Eh/bohr
E_tot = -18031.576 eV

Table of natural (NBO) atomic charges, one value per atom, all in e: atom 1 (C): -0.171, atom 2 (C): 0.217, atom 3 (N): -0.244, atom 4 (N): -0.623, atom 5 (O): -0.526, atom 6 (S): -0.017, atom 7 (H): 0.178, atom 8 (H): 0.152, atom 9 (H): 0.139, atom 10 (H): 0.170, atom 11 (H): 0.369, atom 12 (H): 0.356

***

Record 2
The following is a DFT calculation (ωB97M-V with the def2-TZVPD basis set) of the ion C2H6N2P with charge +1 at a distorted geometry.

Structure (XYZ):
```
11
C2H6N2P | the OMol25 dataset | ωB97M-V with the def2-TZVPD basis set
C 0.882 -1.092 0.199
C 0.024 1.111 -0.467
N 1.140 0.106 -0.044
N -1.375 -1.050 -0.386
P -1.582 0.427 0.197
H 1.589 -1.874 0.420
H 0.096 2.034 0.259
H 0.136 1.265 -1.528
H 2.016 0.654 -0.111
H -1.747 -2.024 -0.083
H -1.180 0.442 1.544
```

Calculated values
Kohn-Sham gap (alpha / beta) = 8.2 / 6.9 eV
HOMO energy (alpha / beta) = -12.9 / -14.5 eV
Spin multiplicity = 3
LUMO energy (alpha / beta) = -4.78 / -7.53 eV
Maximum force = 0.067 Eh/bohr
E_tot = -14427.413 eV
Expectation value of S² = 2.017
Charge = +1

Table of natural (NBO) atomic charges, one value per atom, all in e: atom 1 (C): 0.411, atom 2 (C): -0.536, atom 3 (N): -0.532, atom 4 (N): -0.998, atom 5 (P): 1.040, atom 6 (H): 0.218, atom 7 (H): 0.257, atom 8 (H): 0.272, atom 9 (H): 0.454, atom 10 (H): 0.432, atom 11 (H): -0.018

***

Record 3
The following is a DFT calculation (ωB97M-V with the def2-TZVPD basis set) of the molecule C2H6N2S at a distorted geometry.

Structure (XYZ):
```
11
C2H6N2S | the OMol25 dataset | ωB97M-V with the def2-TZVPD basis set
C -1.371 -0.650 -0.388
C -0.093 0.133 -0.330
H -2.594 -0.209 -0.446
H -1.016 -1.601 -1.110
H -1.203 -1.414 0.518
H 1.054 1.272 0.682
H -0.535 0.357 2.890
H -0.250 2.090 2.506
N 0.059 0.824 0.675
N -0.713 1.100 2.035
S 1.119 -0.679 -1.232
```

Calculated values
Kohn-Sham gap = 8.0 eV
HOMO energy = -7.9 eV
LUMO energy = 0.04 eV
Maximum force = 0.219 Eh/bohr
E_tot = -15981.580 eV

Table of natural (NBO) atomic charges, one value per atom, all in e: atom 1 (C): -0.747, atom 2 (C): 0.135, atom 3 (H): 0.255, atom 4 (H): 0.276, atom 5 (H): 0.239, atom 6 (H): 0.396, atom 7 (H): 0.386, atom 8 (H): 0.381, atom 9 (N): -0.395, atom 10 (N): -0.667, atom 11 (S): -0.259

***

Record 4
The following is a DFT calculation (ωB97M-V with the def2-TZVPD basis set) of the molecule C2H6N2S at a distorted geometry.

Structure (XYZ):
```
11
C2H6N2S | the OMol25 dataset | ωB97M-V with the def2-TZVPD basis set
C -1.788 0.085 0.207
C 0.980 -0.395 -0.135
H -1.821 0.925 -0.533
H -2.651 -0.517 -0.008
H -1.544 0.338 1.203
H 1.939 1.341 -0.045
H 0.469 1.489 -0.888
H 1.890 -2.060 0.365
N 0.990 1.028 -0.077
N 2.015 -1.027 0.145
S -0.479 -1.206 -0.234
```

Calculated values
Kohn-Sham gap = 9.7 eV
HOMO energy = -8.9 eV
LUMO energy = 0.76 eV
Maximum force = 0.063 Eh/bohr
E_tot = -15986.119 eV

Table of natural (NBO) atomic charges, one value per atom, all in e: atom 1 (C): -0.696, atom 2 (C): 0.215, atom 3 (H): 0.216, atom 4 (H): 0.226, atom 5 (H): 0.231, atom 6 (H): 0.391, atom 7 (H): 0.374, atom 8 (H): 0.354, atom 9 (N): -0.827, atom 10 (N): -0.704, atom 11 (S): 0.220

***

Record 5
The following is a DFT calculation (ωB97M-V with the def2-TZVPD basis set) of the molecule C2H6N2S at a distorted geometry.

Structure (XYZ):
```
11
C2H6N2S | the OMol25 dataset | ωB97M-V with the def2-TZVPD basis set
C 1.441 0.477 -0.007
C -1.791 -0.241 0.510
H 1.318 1.241 -0.735
H 1.379 1.134 0.943
H 2.433 0.038 0.117
H 0.898 -1.280 -0.728
H -0.818 -0.189 -1.237
H -1.514 -0.407 1.520
N 0.586 -0.679 0.017
N -0.661 -0.188 -0.276
S -3.270 0.094 -0.124
```

Calculated values
Kohn-Sham gap = 9.2 eV
HOMO energy = -8.6 eV
LUMO energy = 0.61 eV
Maximum force = 0.084 Eh/bohr
E_tot = -15984.805 eV

Table of natural (NBO) atomic charges, one value per atom, all in e: atom 1 (C): -0.431, atom 2 (C): -0.061, atom 3 (H): 0.189, atom 4 (H): 0.194, atom 5 (H): 0.203, atom 6 (H): 0.351, atom 7 (H): 0.369, atom 8 (H): 0.195, atom 9 (N): -0.440, atom 10 (N): -0.428, atom 11 (S): -0.140

***

Record 6
The following is a DFT calculation (ωB97M-V with the def2-TZVPD basis set) of a cluster of 2 separate species, C2H6N2S2 in total at a distorted geometry.

Structure (XYZ):
```
12
C2H6N2S2 | the OMol25 dataset | ωB97M-V with the def2-TZVPD basis set
C -3.425 0.165 0.395
C 0.403 0.691 -0.245
H -4.161 -0.595 0.784
H -3.730 0.470 -0.479
H -3.113 1.107 1.020
H 0.999 1.647 -0.613
H 0.992 -1.046 0.619
H 3.409 -1.570 -0.697
N -0.864 0.797 -0.212
N 1.371 -0.311 -0.113
S -1.737 -0.563 -0.176
S 2.999 0.028 0.222
```

Calculated values
Kohn-Sham gap = 7.0 eV
HOMO energy = -7.9 eV
LUMO energy = -0.84 eV
Maximum force = 0.105 Eh/bohr
E_tot = -26817.569 eV

Table of natural (NBO) atomic charges, one value per atom, all in e: atom 1 (C): -0.686, atom 2 (C): 0.269, atom 3 (H): 0.231, atom 4 (H): 0.192, atom 5 (H): 0.238, atom 6 (H): 0.153, atom 7 (H): 0.391, atom 8 (H): 0.127, atom 9 (N): -0.664, atom 10 (N): -0.798, atom 11 (S): 0.343, atom 12 (S): 0.204

***

Record 7
The following is a DFT calculation (ωB97M-V with the def2-TZVPD basis set) of the molecule C2H6N2S2 at a distorted geometry.

Structure (XYZ):
```
12
C2H6N2S2 | the OMol25 dataset | ωB97M-V with the def2-TZVPD basis set
C -1.342 -0.409 0.134
C 0.125 0.051 0.389
H -0.551 -2.204 -1.010
H -1.954 0.504 0.155
H -1.552 -1.026 0.968
H 0.838 -1.630 0.627
H -0.193 1.768 -0.672
H 2.696 1.373 -0.426
N 1.084 -0.668 0.836
N 0.337 1.364 0.113
S -1.329 -1.205 -1.491
S 1.840 2.082 0.376
```

Calculated values
Kohn-Sham gap = 9.6 eV
HOMO energy = -9.0 eV
LUMO energy = 0.58 eV
Maximum force = 0.054 Eh/bohr
E_tot = -26820.878 eV

Table of natural (NBO) atomic charges, one value per atom, all in e: atom 1 (C): -0.594, atom 2 (C): 0.449, atom 3 (H): 0.121, atom 4 (H): 0.237, atom 5 (H): 0.237, atom 6 (H): 0.333, atom 7 (H): 0.404, atom 8 (H): 0.104, atom 9 (N): -0.713, atom 10 (N): -0.772, atom 11 (S): -0.001, atom 12 (S): 0.195

***

Record 8
The following is a DFT calculation (ωB97M-V with the def2-TZVPD basis set) of a structure of composition C2H6N2Si at a distorted geometry.

Structure (XYZ):
```
11
C2H6N2Si | the OMol25 dataset | ωB97M-V with the def2-TZVPD basis set
C -0.083 -0.623 -0.609
C 0.531 -0.629 0.666
N 1.188 -0.113 -1.121
N 1.699 0.054 0.267
Si -1.679 0.622 -0.513
H -0.569 -1.466 -0.942
H 0.314 -0.708 1.678
H 1.646 -0.486 -1.913
H 1.917 0.966 0.514
H -1.246 1.962 -0.233
H -2.511 0.224 0.600
```

Calculated values
Kohn-Sham gap (alpha / beta) = 6.3 / 7.0 eV
HOMO energy (alpha / beta) = -6.6 / -6.9 eV
LUMO energy (alpha / beta) = -0.31 / 0.15 eV
Maximum force = 0.111 Eh/bohr
E_tot = -13023.036 eV

Table of natural (NBO) atomic charges, one value per atom, all in e: atom 1 (C): -0.364, atom 2 (C): 0.001, atom 3 (N): -0.473, atom 4 (N): -0.404, atom 5 (Si): 0.434, atom 6 (H): 0.232, atom 7 (H): 0.210, atom 8 (H): 0.390, atom 9 (H): 0.382, atom 10 (H): -0.207, atom 11 (H): -0.202

***

Record 9
The following is a DFT calculation (ωB97M-V with the def2-TZVPD basis set) of a cluster of 2 separate species, C2H6N3 in total at a distorted geometry.

Structure (XYZ):
```
11
C2H6N3 | the OMol25 dataset | ωB97M-V with the def2-TZVPD basis set
C 0.900 -0.486 -0.135
C -0.505 -0.161 0.014
N -4.278 -0.347 -0.060
N -3.250 0.007 0.092
N -1.014 1.007 -0.076
H 1.242 -1.024 0.754
H 1.015 -1.207 -0.949
H 1.533 0.378 -0.315
H -2.025 1.144 0.045
H -1.195 -0.978 0.220
H -0.418 1.812 -0.261
```

Calculated values
Kohn-Sham gap = 13.4 eV
HOMO energy = -18.2 eV
LUMO energy = -4.81 eV
Maximum force = 0.066 Eh/bohr
E_tot = -6635.087 eV
Charge = +1

Table of natural (NBO) atomic charges, one value per atom, all in e: atom 1 (C): -0.715, atom 2 (C): 0.331, atom 3 (N): 0.173, atom 4 (N): -0.131, atom 5 (N): -0.602, atom 6 (H): 0.292, atom 7 (H): 0.293, atom 8 (H): 0.251, atom 9 (H): 0.445, atom 10 (H): 0.231, atom 11 (H): 0.432

***

Record 10
The following is a DFT calculation (ωB97M-V with the def2-TZVPD basis set) of a structure of composition C2H6N3 at a distorted geometry.

Structure (XYZ):
```
11
C2H6N3 | the OMol25 dataset | ωB97M-V with the def2-TZVPD basis set
C 0.671 -0.210 -0.163
C -0.799 -0.168 -0.517
N 0.451 -1.461 -0.009
N 1.619 0.718 0.089
N -1.648 0.345 0.223
H -1.033 -0.833 -1.255
H 1.147 -2.168 0.205
H 1.651 1.721 -0.283
H 2.308 0.454 0.717
H -2.653 0.331 -0.007
H -1.379 1.051 0.847
```

Calculated values
Kohn-Sham gap = 10.9 eV
HOMO energy = -15.0 eV
LUMO energy = -4.07 eV
Maximum force = 0.090 Eh/bohr
E_tot = -6633.026 eV
Charge = +1

Table of natural (NBO) atomic charges, one value per atom, all in e: atom 1 (C): 0.421, atom 2 (C): 0.239, atom 3 (N): -0.627, atom 4 (N): -0.786, atom 5 (N): -0.642, atom 6 (H): 0.251, atom 7 (H): 0.413, atom 8 (H): 0.449, atom 9 (H): 0.422, atom 10 (H): 0.442, atom 11 (H): 0.418

***

Record 11
The following is a DFT calculation (ωB97M-V with the def2-TZVPD basis set) of the ion C2H6N3O with charge +1 at a distorted geometry.

Structure (XYZ):
```
12
C2H6N3O | the OMol25 dataset | ωB97M-V with the def2-TZVPD basis set
C 0.988 1.190 -0.156
C -0.535 -0.435 0.531
N -0.097 1.267 -0.959
N 0.810 0.185 0.726
N -0.456 -1.781 0.111
O -1.123 0.434 -0.496
H 1.919 1.685 -0.327
H -1.231 -0.413 1.449
H -0.685 1.896 -1.470
H 1.555 -0.029 1.465
H -1.489 -1.960 -0.281
H 0.345 -2.039 -0.590
```

Calculated values
Kohn-Sham gap = 10.1 eV
HOMO energy = -14.6 eV
LUMO energy = -4.51 eV
Maximum force = 0.066 Eh/bohr
E_tot = -8679.595 eV
Charge = +1

Table of natural (NBO) atomic charges, one value per atom, all in e: atom 1 (C): 0.343, atom 2 (C): 0.359, atom 3 (N): -0.239, atom 4 (N): -0.556, atom 5 (N): -0.844, atom 6 (O): -0.335, atom 7 (H): 0.272, atom 8 (H): 0.226, atom 9 (H): 0.472, atom 10 (H): 0.482, atom 11 (H): 0.414, atom 12 (H): 0.405

***

Record 12
The following is a DFT calculation (ωB97M-V with the def2-TZVPD basis set) of the ion C2H6N3O with charge +1 at a distorted geometry.

Structure (XYZ):
```
12
C2H6N3O | the OMol25 dataset | ωB97M-V with the def2-TZVPD basis set
C 0.484 0.966 -0.786
C 1.526 -0.450 0.510
N 1.520 0.837 -0.188
N -0.398 -0.131 -0.767
N -1.709 -0.165 0.013
O 0.363 -1.145 -0.061
H 0.367 1.888 -1.276
H 2.399 -1.021 0.287
H 1.435 -0.265 1.678
H -2.046 0.847 0.252
H -1.432 -0.641 0.812
H -2.509 -0.720 -0.476
```

Calculated values
Kohn-Sham gap = 10.3 eV
HOMO energy = -14.8 eV
LUMO energy = -4.54 eV
Maximum force = 0.106 Eh/bohr
E_tot = -8677.621 eV
Charge = +1

Table of natural (NBO) atomic charges, one value per atom, all in e: atom 1 (C): 0.162, atom 2 (C): 0.023, atom 3 (N): -0.310, atom 4 (N): -0.002, atom 5 (N): -0.564, atom 6 (O): -0.373, atom 7 (H): 0.244, atom 8 (H): 0.235, atom 9 (H): 0.210, atom 10 (H): 0.456, atom 11 (H): 0.444, atom 12 (H): 0.474

***

For reference, energy above the lowest of the compared OMol25 structures with the same formula, charge and spin by record: 74.5, 24.9, 120.4, 15.7, 46.0, 97.9, 21.6, 124.0, 0.0, 47.5, 83.5, 129.0 kcal per mole.